Below is a molecular structure, C25H41F2FeN3O4S4, with properties calculated with ωB97M-V/def2-TZVPD.

Output
Total charge   0
Kohn-Sham gap   6.9 eV
Relative energy (zero: lowest compared OMol25 entry of this formula, charge and spin)   0.0 kJ/mol

Last column: Mulliken charge in e.
Cartesian coordinates (Å):
Fe (-0.723, -0.489, 0.177)  -0.16
C (-2.219, -0.354, 1.594)  0.66
C (-2.776, -0.751, 0.350)  0.57
C (-2.549, 0.294, -0.606)  1.12
C (-1.834, 1.322, 0.064)  0.81
C (-1.617, 0.940, 1.416)  0.70
C (-1.013, 1.760, 2.511)  -1.64
C (-1.462, 2.631, -0.557)  -1.62
C (-3.098, 0.368, -2.001)  -1.85
C (-3.546, -2.007, 0.090)  -1.65
C (-2.332, -1.073, 2.898)  -1.71
H (-0.223, 1.218, 3.036)  0.30
H (-1.769, 2.039, 3.251)  0.26
H (-0.575, 2.677, 2.117)  0.35
H (-2.280, 3.345, -0.425)  0.37
H (-1.289, 2.526, -1.630)  0.40
H (-0.559, 3.052, -0.119)  0.14
H (-2.343, 0.255, -2.779)  0.20
H (-3.590, 1.329, -2.171)  0.39
H (-3.851, -0.405, -2.160)  0.47
H (-3.264, -2.803, 0.780)  0.39
H (-3.385, -2.373, -0.926)  0.26
H (-4.618, -1.831, 0.214)  0.33
H (-1.461, -0.893, 3.526)  0.32
H (-2.418, -2.150, 2.765)  0.40
H (-3.218, -0.728, 3.439)  0.34
C (2.774, 4.012, -2.055)  -0.62
C (2.004, 2.859, -2.689)  -1.01
S (1.537, 1.485, -1.617)  0.30
C (3.094, 0.845, -0.961)  -1.09
C (3.740, 1.607, 0.204)  -0.93
S (2.551, 2.121, 1.471)  0.08
C (3.020, 3.835, 1.807)  -0.77
C (3.240, 4.776, 0.624)  -0.85
S (1.942, 4.802, -0.644)  -0.10
H (2.940, 4.769, -2.824)  0.50
H (3.755, 3.673, -1.728)  0.25
H (2.576, 2.482, -3.539)  0.45
H (1.049, 3.217, -3.081)  0.35
H (3.818, 0.744, -1.773)  0.62
H (2.839, -0.162, -0.629)  0.20
H (4.266, 2.489, -0.151)  0.33
H (4.484, 0.952, 0.660)  0.56
H (3.913, 3.866, 2.436)  0.40
H (2.191, 4.197, 2.417)  0.39
H (4.186, 4.569, 0.127)  0.42
H (3.326, 5.790, 1.019)  0.45
C (-4.421, -3.680, -6.144)  -1.12
C (-3.403, -4.685, -6.653)  -0.54
S (-1.730, -4.313, -6.175)  1.28
O (-0.859, -5.280, -6.788)  -0.69
O (-1.491, -2.904, -6.382)  -0.64
C (-1.709, -4.583, -4.413)  -0.36
C (-0.311, -4.263, -3.882)  -1.64
N (-0.374, -3.701, -2.540)  0.38
C (-0.334, -2.375, -2.271)  0.87
N (-0.479, -2.148, -0.974)  0.55
C (-0.610, -3.362, -0.366)  -1.21
C (-0.564, -4.328, -1.323)  0.01
N (-0.713, -5.733, -1.149)  1.03
O (-0.749, -6.433, -2.155)  -0.66
O (-0.843, -6.138, -0.014)  -0.62
C (-0.123, -1.337, -3.310)  -1.31
H (-5.401, -3.907, -6.562)  0.38
H (-4.142, -2.670, -6.439)  0.31
H (-4.512, -3.711, -5.058)  0.29
H (-3.349, -4.705, -7.744)  0.43
H (-3.596, -5.704, -6.314)  0.38
H (-1.993, -5.614, -4.207)  0.57
H (-2.446, -3.901, -3.986)  0.25
H (0.163, -3.511, -4.510)  0.66
H (0.310, -5.151, -3.877)  0.22
H (-0.707, -3.468, 0.700)  0.65
H (-0.854, -1.413, -4.116)  0.35
H (0.873, -1.427, -3.749)  0.49
H (-0.184, -0.359, -2.840)  -0.20
F (1.848, -1.618, 0.727)  -0.34
C (0.697, -1.125, 1.404)  0.25
F (0.350, -2.183, 2.284)  -0.36
H (1.117, -0.359, 2.069)  0.22

***

Below is 5 unconnected molecules or ions with the total composition C25H41F5INO19PSSi in a non-equilibrium geometry, with properties calculated with ωB97M-V/def2-TZVPD.

Output
Total charge   -1
Kohn-Sham gap   6.9 eV

Last column: Mulliken charge in e.
Cartesian coordinates (Å):
C (0.648, -4.820, -1.676)  -1.15
Si (-1.041, -4.491, -2.475)  0.34
C (-0.651, -3.671, -4.127)  -1.29
C (-1.883, -6.143, -2.873)  -1.25
C (-2.129, -3.372, -1.353)  1.22
C (-2.529, -4.070, -0.032)  -1.77
C (-1.332, -4.387, 0.894)  -0.19
C (-1.008, -5.855, 1.072)  -0.11
O (0.094, -6.225, 1.389)  -0.49
O (-2.027, -6.769, 0.917)  -0.54
O (-1.360, -2.222, -1.142)  -0.27
P (-2.122, -0.686, -1.516)  -0.75
O (-1.892, -0.951, -3.237)  -0.61
I (-3.335, 1.502, -2.214)  -0.36
C (-2.447, -0.422, 0.321)  -0.38
C (-2.177, 0.991, 0.894)  -0.90
C (-0.833, 1.593, 0.500)  -0.08
C (-0.443, 2.805, 1.371)  -0.74
C (1.047, 3.133, 1.238)  -0.50
N (1.328, 3.813, -0.041)  -0.50
O (-3.638, -1.536, -1.760)  -0.39
C (-3.435, -2.843, -2.078)  0.14
S (-4.980, -3.714, -1.705)  1.26
O (-4.913, -5.081, -2.125)  -0.68
O (-5.501, -3.448, -0.407)  -0.61
F (-5.935, -2.991, -2.731)  -0.23
H (0.622, -5.678, -1.004)  0.17
H (1.047, -3.932, -1.187)  0.29
H (1.332, -5.076, -2.490)  0.60
H (-1.470, -3.743, -4.842)  0.33
H (0.180, -4.258, -4.544)  0.43
H (-0.294, -2.652, -4.006)  0.30
H (-1.252, -7.009, -2.647)  0.36
H (-2.155, -6.206, -3.928)  0.36
H (-2.812, -6.272, -2.309)  0.33
H (-3.060, -4.991, -0.255)  0.64
H (-3.175, -3.375, 0.508)  0.75
H (-1.583, -4.033, 1.900)  0.21
H (-0.427, -3.856, 0.614)  0.27
H (-2.108, -7.021, -0.012)  0.29
H (-0.815, -0.121, -1.529)  0.33
H (-1.469, -0.162, -3.583)  0.39
H (-3.512, -0.627, 0.462)  0.26
H (-1.922, -1.156, 0.930)  0.24
H (-2.152, 0.889, 1.983)  0.37
H (-2.990, 1.688, 0.698)  0.33
H (-0.816, 1.931, -0.536)  0.21
H (-0.031, 0.852, 0.597)  0.27
H (-0.672, 2.634, 2.425)  0.37
H (-1.004, 3.675, 1.014)  0.32
H (1.593, 2.183, 1.279)  0.31
H (1.392, 3.788, 2.039)  0.32
H (2.292, 3.636, -0.299)  0.20
H (0.774, 3.417, -0.791)  0.21
H (-3.303, -3.071, -3.149)  0.37
C (2.802, 8.470, -0.507)  -0.24
C (2.903, 7.281, -1.435)  0.34
O (3.576, 6.327, -0.634)  -0.33
C (3.273, 6.601, 0.666)  0.64
O (3.453, 5.861, 1.572)  -0.52
O (2.729, 7.837, 0.777)  -0.37
F (3.661, 7.551, -2.531)  -0.30
H (3.695, 9.090, -0.556)  0.12
H (1.928, 9.086, -0.688)  0.31
H (1.946, 6.869, -1.755)  0.33
C (4.599, 13.481, -2.179)  -0.46
C (5.002, 12.578, -1.037)  0.30
O (3.931, 11.652, -0.991)  -0.29
C (3.404, 11.568, -2.249)  0.67
O (2.668, 10.719, -2.620)  -0.46
O (3.855, 12.591, -3.015)  -0.34
F (5.071, 13.242, 0.141)  -0.28
H (3.951, 14.289, -1.836)  0.28
H (5.446, 13.899, -2.717)  0.27
H (5.937, 12.037, -1.195)  0.29
C (-2.800, -2.837, 5.415)  -0.41
C (-4.264, -3.144, 5.201)  0.30
O (-4.744, -1.956, 4.607)  -0.34
C (-3.696, -1.375, 3.944)  0.65
O (-3.794, -0.521, 3.136)  -0.43
O (-2.523, -1.942, 4.337)  -0.32
F (-4.917, -3.356, 6.374)  -0.31
H (-2.637, -2.327, 6.366)  0.29
H (-2.162, -3.716, 5.360)  0.27
H (-4.458, -3.985, 4.532)  0.27
C (3.341, -6.624, 1.517)  -0.13
C (4.331, -5.962, 2.445)  0.32
O (5.251, -7.007, 2.712)  -0.33
C (5.237, -7.848, 1.637)  0.64
O (6.055, -8.678, 1.424)  -0.52
O (4.169, -7.590, 0.849)  -0.32
F (3.760, -5.564, 3.609)  -0.28
H (2.552, -7.136, 2.066)  0.24
H (2.889, -5.940, 0.804)  0.08
H (4.866, -5.117, 2.008)  0.30

***

Per-record energy, eV: -122410.0636, -116676.8419
Per-record HOMO level, eV: -7.49, -5.46
Per-record M, g/mol: 669.73, 972.61